# 1
Formula: C2H10O2
Source: the Open Molecules 2025 dataset
Level of theory: ωB97M-V/def2-TZVPD

Computed properties:
* frontier orbital gap: 0.449 hartree
* net charge: 0
* calculated total energy: -6329.9766 eV
* HOMO: -11.47 eV
* energy above the lowest of the compared OMol25 structures with the same formula, charge and spin: 123.00 kJ/mol

Last column: natural (NBO) charge in e.
Atoms and positions in Å:
C (-2.44387, 2.69388, -1.00018)  -0.627
C (-1.78286, 1.14551, -0.81989)  -0.612
H (-3.54101, 2.73026, -1.31650)  0.204
H (-2.04944, 3.34837, -1.90854)  0.210
H (-2.30916, 3.10248, -0.00130)  0.210
H (-1.95632, 0.51207, -1.72029)  0.200
H (-0.69408, 1.20685, -0.70703)  0.209
H (-2.13189, 0.62949, 0.08612)  0.206
O (1.53497, 1.53964, 2.10293)  -0.952
H (2.37017, 1.21858, 1.70288)  0.475
H (1.26821, 0.91787, 2.84546)  0.477
O (2.14994, -4.88543, -0.36149)  -0.921
H (2.17483, -4.35012, -1.22181)  0.461
H (2.74981, -5.58590, -0.77008)  0.461

=====

# 2
Formula: C41H38IrN9O5S
Source: the Open Molecules 2025 dataset
Level of theory: ωB97M-V/def2-TZVPD

Computed properties:
* frontier orbital gap (spin up / spin down): 0.187 / 0.210 hartree
* net charge: -1
* calculated total energy: -80454.1070 eV
* HOMO (spin up / spin down): -3.06 / -3.68 eV
* energy above the lowest of the compared OMol25 structures with the same formula, charge and spin: 0.00 kJ/mol
* spin multiplicity: 2

Last column: Mulliken spin population.
Atoms and positions in Å:
Ir (0.36369, -0.41426, 0.07291)  0.088
N (4.20983, 1.96203, 1.78652)  0.007
C (3.10670, 1.24017, 1.35117)  0.007
S (3.48491, 0.56382, -0.22781)  0.041
N (2.11441, 1.24428, 2.16457)  0.018
N (0.96418, 0.57320, 1.84636)  -0.016
C (-0.02188, 0.75738, 2.68018)  0.012
C (0.04178, 1.69411, 3.83044)  0.008
C (-0.90234, 2.71458, 3.90530)  0.000
C (-0.89819, 3.59930, 4.97467)  -0.003
C (0.03781, 3.46235, 5.98866)  0.003
C (0.98493, 2.44907, 5.91721)  -0.003
C (0.99566, 1.58209, 4.83757)  0.010
C (-1.28873, 0.04433, 2.38851)  -0.052
C (-2.43858, 0.07232, 3.15246)  0.075
C (-3.62330, -0.38341, 2.47032)  -0.029
C (-3.58051, -1.05328, 1.29875)  0.045
C (-2.24008, -1.53766, 0.79877)  0.002
N (-1.25320, -0.57874, 1.21816)  -0.039
H (5.09762, 1.66921, 1.41104)  0.002
H (4.19929, 2.11913, 2.78314)  0.001
H (-1.63934, 2.80985, 3.11867)  0.002
H (-1.63470, 4.39210, 5.01627)  0.000
H (0.03204, 4.14327, 6.83092)  0.000
H (1.72049, 2.33091, 6.70292)  0.000
H (1.76017, 0.82402, 4.76302)  0.002
H (-2.48290, 0.55777, 4.11365)  0.005
H (-4.58913, -0.10430, 2.88166)  0.000
H (-4.48084, -1.26711, 0.73559)  -0.001
H (-2.00186, -2.53559, 1.22157)  0.008
C (-1.04264, 0.53352, -4.71428)  0.002
N (-0.60979, 1.65573, -3.87425)  0.003
N (-1.10203, 1.57272, -2.57204)  -0.006
C (-0.07996, 1.72017, -1.67466)  0.031
O (-0.22526, 1.62185, -0.42825)  0.013
C (1.09129, 2.00120, -2.44761)  0.004
C (0.75233, 1.86344, -3.74709)  -0.029
C (1.64099, 1.80042, -4.93656)  0.002
C (-2.48699, 1.76708, -2.34017)  0.000
C (-3.06135, 1.37682, -1.13640)  -0.006
C (-4.41375, 1.60084, -0.93339)  0.001
C (-5.19665, 2.19226, -1.91459)  0.001
C (-4.61201, 2.58237, -3.11035)  0.000
C (-3.25685, 2.38257, -3.32389)  0.002
H (-2.12581, 0.55404, -4.81070)  -0.002
H (-0.73153, -0.41499, -4.26833)  -0.001
H (-0.60113, 0.65674, -5.70040)  0.003
H (2.06951, 2.18327, -2.03891)  -0.011
H (2.59818, 2.25770, -4.69522)  -0.003
H (1.20460, 2.30842, -5.79721)  0.001
H (1.83695, 0.75672, -5.19905)  0.004
H (-2.46475, 0.90879, -0.36861)  0.001
H (-4.84654, 1.28608, 0.00738)  0.002
H (-6.25486, 2.34945, -1.74821)  0.000
H (-5.20620, 3.05664, -3.88156)  0.000
H (-2.79000, 2.71322, -4.24170)  0.000
O (2.44469, -3.78387, 0.27293)  0.005
C (1.86307, -2.85308, 0.80232)  -0.016
O (0.70552, -2.39936, 0.44864)  0.005
C (2.49317, -2.26568, 2.04935)  0.020
C (3.86135, -2.02355, 2.07693)  -0.014
C (4.47995, -1.57983, 3.23737)  -0.003
C (3.74518, -1.43235, 4.40272)  -0.003
C (2.39029, -1.71651, 4.36254)  0.001
C (1.73983, -2.09736, 3.20215)  -0.001
N (1.61888, -1.61977, 5.61398)  0.000
O (0.45512, -1.95714, 5.59304)  0.000
O (2.19904, -1.21691, 6.60939)  0.000
H (4.43034, -2.19387, 1.17237)  0.009
H (5.54266, -1.37302, 3.24399)  0.000
H (4.19847, -1.12131, 5.33198)  -0.001
H (0.67284, -2.27722, 3.19797)  0.003
C (-2.90470, -2.20584, -2.88639)  0.000
N (-3.08916, -2.19470, -1.45031)  0.000
C (-3.58379, -3.45617, -0.91786)  0.000
C (-2.00730, -1.63280, -0.72184)  0.016
N (-0.95974, -1.20236, -1.29229)  0.002
H (-2.02386, -2.78574, -3.19269)  0.001
H (-2.76855, -1.18419, -3.23851)  0.001
H (-3.79874, -2.62642, -3.35125)  0.000
H (-2.84237, -4.26333, -1.00596)  0.000
H (-4.48214, -3.75085, -1.46295)  0.000
H (-3.84822, -3.34992, 0.13337)  -0.001
C (2.12826, -0.29490, -0.94992)  0.494
C (2.50753, -0.81120, -2.24187)  -0.141
C (3.70872, -0.49373, -2.92677)  0.214
C (3.97361, -0.97931, -4.19642)  -0.085
C (3.06399, -1.80155, -4.84957)  0.170
C (1.88067, -2.13945, -4.19011)  -0.090
C (1.60580, -1.66536, -2.92354)  0.134
H (4.44642, 0.15297, -2.46848)  0.031
H (4.90443, -0.70795, -4.68252)  -0.005
H (3.27780, -2.18434, -5.84003)  0.018
H (1.16500, -2.79803, -4.67078)  -0.001
H (0.68228, -1.93204, -2.42806)  0.030

=====

Look up the calculated total energy of the first one. -6329.9766 eV

=====

energy above the lowest of the compared OMol25 structures with the same formula, charge and spin of number 1 (C2H10O2)? 123.00 kJ/mol

=====

The highest calculated total energy belongs to which entry? C2H10O2